# 1
14
Properties=species:S:1:pos:R:3:forces:R:3 method="wB97M-V/def2-TZVPD" smiles="[H]/N=c1/ccn(O)n1N" lumo_energy_ev=0.6 gap_ev=8.52 homo_energy_ev=-7.9
H 0.447 -1.655 -2.018 -0.81 -1.18 0.27
N 0.679 -0.697 -2.030 0.74 1.30 0.43
C 0.582 -0.054 -0.929 0.11 0.78 -0.11
C 1.129 1.282 -0.696 1.55 1.35 -0.20
C 0.712 1.797 0.505 -0.55 -4.23 -2.43
N -0.191 0.848 1.031 -1.24 1.38 -0.96
O -0.311 0.684 2.399 -0.21 0.71 1.98
N -0.054 -0.367 0.283 -3.32 -1.97 1.05
N -1.449 -1.144 0.225 2.42 2.25 1.59
H 1.903 1.688 -1.413 -1.38 -0.23 0.99
H 0.921 2.679 1.004 0.36 1.35 0.91
H -0.921 1.386 2.866 1.29 -1.83 -2.36
H -1.332 -2.067 0.587 0.89 -0.36 0.83
H -1.757 -1.341 -0.690 0.16 0.68 -2.00

# 2
14
Properties=species:S:1:pos:R:3:forces:R:3 method="wB97M-V/def2-TZVPD" lumo_energy_ev=-0.4 gap_ev=8.54 homo_energy_ev=-8.9
C 0.169 -0.092 0.525 -2.63 -1.33 -0.22
C -0.987 -1.557 -0.689 -2.80 -4.02 3.27
C -0.913 -0.592 -1.726 4.33 1.96 -2.71
H -0.529 2.445 1.097 4.13 -1.38 2.30
H 1.120 2.640 2.810 -1.65 -3.27 -4.30
H 0.514 0.172 2.579 0.13 0.42 -2.81
H -1.992 -2.329 -0.655 2.64 2.54 -0.59
H -0.091 -2.359 -0.702 -1.58 2.24 0.32
H -1.516 -0.829 -2.583 -0.51 1.28 -0.56
N 0.832 1.993 1.603 -2.31 2.89 0.20
N 0.811 0.511 1.587 -0.99 0.91 4.54
N -1.157 -0.626 0.553 7.72 0.27 -1.24
N 0.136 0.262 -1.831 -2.14 -4.10 1.67
O 1.066 -0.159 -0.574 -4.36 1.60 0.15

# 3
14
Properties=species:S:1:pos:R:3:forces:R:3 method="wB97M-V/def2-TZVPD" lumo_energy_ev="0.0 / -0.1" gap_ev="7.47 / 7.47" homo_energy_ev="-7.5 / -7.5"
C 0.097 -0.919 0.062 -1.07 -0.46 -0.05
C -0.936 -0.235 -0.770 0.14 0.66 1.24
N 0.669 -2.064 -0.525 0.05 0.14 -0.11
C 0.875 1.735 -0.359 -0.29 0.03 -0.57
O -0.681 0.281 1.818 0.04 -0.44 -0.28
N -0.009 -0.910 1.365 0.14 0.47 -0.35
N 1.110 0.538 -0.618 0.16 -0.11 0.17
N -1.705 0.658 -0.958 0.74 -0.36 -0.57
H -0.716 0.131 2.768 0.02 0.00 -0.09
H 1.468 -1.794 -1.087 0.01 0.00 0.05
H 0.957 -2.696 0.213 0.06 0.12 0.01
H -2.665 0.676 -1.266 -0.02 -0.10 0.18
H -0.152 2.134 -0.247 0.02 0.04 0.23
H 1.688 2.465 -0.396 -0.01 0.01 0.13

# 4
14
Properties=species:S:1:pos:R:3:forces:R:3 method="wB97M-V/def2-TZVPD" lumo_energy_ev=-1.0 gap_ev=8.22 homo_energy_ev=-9.2
H 0.635 1.049 -1.738 2.12 1.41 3.47
N 1.342 1.197 -0.759 -1.47 -3.48 -4.16
C 1.248 -0.069 -0.387 3.25 2.75 2.29
N 2.048 -0.733 0.616 1.96 0.69 -0.68
N 0.161 -0.903 -0.549 -2.88 1.48 -0.16
C -0.797 -0.215 0.076 -0.73 -3.17 -0.69
N -0.649 0.824 0.867 -1.18 7.48 -0.20
C -2.257 -0.788 -0.091 -1.70 8.75 -0.60
O -3.196 0.188 -0.117 4.81 -6.80 0.38
H 3.081 -0.341 1.156 -4.15 -1.55 -3.12
H 1.966 -1.630 0.047 1.59 0.42 2.36
H 0.107 1.735 0.515 -1.97 -4.25 1.06
H -1.569 1.430 0.890 1.77 -2.23 0.39
H -2.121 -1.745 -0.526 -1.42 -1.49 -0.30

# 5
14
Properties=species:S:1:pos:R:3:forces:R:3 method="wB97M-V/def2-TZVPD" lumo_energy_ev=0.1 gap_ev=9.04 homo_energy_ev=-8.9
C -0.902 0.124 1.105 -1.43 4.53 1.74
C 0.068 1.342 -0.662 2.21 -2.89 1.67
C 2.401 -0.583 0.518 -1.30 -3.15 -1.27
H -1.573 -2.224 -1.019 0.09 3.83 1.00
H -1.156 -0.167 -1.861 -1.27 -3.32 3.54
H -1.247 0.220 2.157 1.24 0.20 -0.59
H -0.108 2.179 -1.357 0.50 -0.73 0.17
H 2.737 -1.674 0.887 -0.20 3.15 -0.26
H 2.965 0.383 0.413 -0.24 -1.24 0.58
N -1.670 -1.123 -0.761 1.24 0.56 -3.09
N -1.382 -0.811 0.501 -0.85 -4.08 -2.72
N 0.992 0.380 -0.869 -3.20 4.03 -1.26
N 1.277 -0.731 -0.151 2.15 1.62 1.54
O -0.692 1.497 0.497 1.05 -2.50 -1.04

# 6
14
Properties=species:S:1:pos:R:3:forces:R:3 method="wB97M-V/def2-TZVPD" smiles="N[C@H]1C=NN=C1NO" lumo_energy_ev=0.2 gap_ev=9.33 homo_energy_ev=-9.1
N -1.147 -0.711 1.150 -0.34 0.42 1.42
C -0.062 0.221 0.867 -0.17 -0.38 0.02
C 1.395 -0.092 1.139 -0.32 0.65 0.05
N 2.105 -0.082 0.089 0.34 -0.28 -0.57
N 1.249 0.129 -1.070 1.04 -0.22 1.41
C 0.092 0.334 -0.578 -1.13 1.03 -2.09
N -0.922 0.678 -1.438 1.12 -0.17 -0.01
O -0.516 0.399 -2.764 0.54 -0.17 0.16
H -1.060 -1.690 0.885 0.59 0.39 0.02
H -1.285 -0.628 2.158 -0.42 -0.60 -0.42
H -0.379 1.188 1.298 0.40 -0.30 -0.09
H 1.855 -0.080 2.101 0.25 -0.39 0.56
H -1.775 0.207 -1.220 -0.74 -0.31 -0.03
H 0.450 0.126 -2.618 -1.16 0.32 -0.45

# 7
14
Properties=species:S:1:pos:R:3:forces:R:3 method="wB97M-V/def2-TZVPD" lumo_energy_ev=0.3 gap_ev=9.69 homo_energy_ev=-9.3
C 0.526 0.416 0.179 3.90 1.47 -4.01
C -1.401 -0.549 0.109 -3.24 -0.86 -2.62
C -1.610 1.094 0.168 -2.09 -2.28 0.95
H 2.127 -1.435 0.446 -3.66 -4.93 3.94
H 2.621 -1.237 -1.075 -0.61 0.45 0.48
H 2.701 1.300 0.223 -3.79 -3.78 -0.52
H -2.683 1.117 -0.493 3.42 1.08 1.70
H -1.829 1.206 1.487 0.72 0.42 -4.29
H 0.063 2.284 -1.013 0.25 -0.61 0.39
N 2.633 -0.928 -0.098 2.92 6.39 -3.08
N 1.921 0.379 0.101 3.45 2.37 -0.27
N -0.030 -0.744 0.276 -2.43 -0.57 0.93
N -0.139 1.582 -0.311 -3.84 -3.14 3.91
O -2.348 -1.377 -0.262 4.98 3.99 2.47

# 8
14
Properties=species:S:1:pos:R:3:forces:R:3 method="wB97M-V/def2-TZVPD" lumo_energy_ev=-0.7 gap_ev=7.85 homo_energy_ev=-8.6
C -1.608 -0.248 -0.012 2.34 2.02 -2.67
C -0.938 1.204 -0.240 1.76 -2.25 2.38
C 2.375 0.187 0.152 -3.35 3.77 -0.06
H -3.586 0.380 0.409 0.23 2.01 -0.02
H -3.447 -1.251 1.027 2.47 2.99 -3.96
H -1.398 2.130 -0.072 -1.58 0.84 -0.14
H 0.298 -0.737 -0.220 1.59 0.81 0.28
H 2.554 1.241 0.321 1.16 0.19 0.00
H 2.574 -1.547 0.016 -0.19 -1.58 -0.52
N -2.940 -0.296 0.105 -2.71 -5.59 4.15
N 0.363 1.357 0.021 -1.06 -4.20 -1.33
N 1.008 0.102 -0.005 -0.75 2.69 0.20
N 3.148 -0.739 0.040 3.34 -2.22 0.46
O -0.878 -1.255 -0.251 -3.25 0.51 1.24

# 9
15
Properties=species:S:1:pos:R:3:forces:R:3 method="wB97M-V/def2-TZVPD" lumo_energy_ev=0.3 gap_ev=8.39 homo_energy_ev=-8.1
C -0.708 0.029 0.107 4.26 -2.54 -0.51
C 1.564 -0.430 0.008 -2.34 -2.79 1.61
C 0.689 0.624 0.118 -1.75 -2.79 0.00
H -3.782 -0.048 0.926 1.62 -1.51 -4.76
H -2.674 -1.710 0.040 -1.55 4.64 -1.02
H -2.212 1.104 -0.915 2.02 -0.79 3.69
H 3.020 0.485 -0.725 0.65 -1.70 1.13
H 3.586 -1.171 -0.550 -2.55 1.43 1.03
H 1.499 2.328 0.979 -2.48 -2.09 -4.00
N -3.207 -0.310 -0.297 1.20 -3.42 7.53
N -1.970 0.562 0.099 -2.79 2.21 -5.18
N -0.489 -1.258 0.044 -2.66 -1.52 1.17
N 2.917 -0.415 -0.150 2.16 1.47 -2.01
O 0.826 -1.694 0.276 1.00 4.88 -2.15
O 0.942 1.904 0.042 3.23 4.50 3.47

# 10
14
Properties=species:S:1:pos:R:3:forces:R:3 method="wB97M-V/def2-TZVPD" lumo_energy_ev=-0.4 gap_ev=8.77 homo_energy_ev=-9.2
H 2.168 1.206 -1.468 -0.84 1.29 1.71
N 1.944 1.909 -0.668 -0.10 -1.75 -0.69
C 0.983 1.544 0.072 1.97 4.56 1.74
N 0.118 0.496 0.028 1.26 -1.15 -1.02
C -1.086 0.749 0.443 -3.29 -4.12 -0.54
S -2.225 -0.474 0.531 -0.02 0.86 0.39
C 0.693 -0.769 -0.345 0.85 -0.54 -0.70
N 0.594 -1.680 0.685 -0.68 -1.08 0.15
N 1.363 -0.825 -1.450 -1.24 0.48 2.03
H 1.774 -1.736 -1.402 0.53 -0.84 -0.69
H 0.698 2.202 1.045 0.87 -1.06 -2.42
H -1.444 1.720 0.490 0.08 2.02 0.55
H -0.435 -1.662 1.051 2.31 -0.60 -0.56
H 1.161 -2.588 0.602 -1.72 1.93 0.05

# 11
14
Properties=species:S:1:pos:R:3:forces:R:3 method="wB97M-V/def2-TZVPD" smiles="Nc1cc(=S)[nH]n1N" lumo_energy_ev=0.2 gap_ev=7.68 homo_energy_ev=-7.5
N -0.657 1.928 0.671 2.25 -1.72 -2.59
C -0.228 0.626 0.525 -0.29 -1.52 1.92
C -0.204 -0.427 1.431 0.69 2.00 2.84
C 0.492 -1.515 0.892 -1.02 -2.39 -0.33
S 0.895 -2.986 1.579 0.36 0.53 -0.17
N 0.482 -1.275 -0.477 2.52 -0.82 -1.92
N 0.298 0.081 -0.567 -1.17 2.21 -3.99
N -0.083 0.584 -1.850 4.00 -0.63 -1.07
H -0.819 2.346 -0.240 -0.41 0.36 0.52
H -1.281 1.984 1.404 -1.67 0.73 1.36
H -0.204 -0.243 2.524 -0.43 -0.42 -0.87
H 1.237 -1.617 -1.259 -2.21 0.72 3.17
H -0.906 0.103 -2.330 1.80 0.13 0.99
H 0.979 0.410 -2.304 -4.42 0.83 0.14

# 12
21
Properties=species:S:1:pos:R:3:forces:R:3 method="wB97M-V/def2-TZVPD" lumo_energy_ev=-0.7 gap_ev=8.92 homo_energy_ev=-9.7
H 1.015 0.624 2.254 0.33 -1.13 -0.13
N 1.061 1.357 1.576 -0.06 0.84 0.14
C 1.493 1.251 0.406 0.17 -0.02 -2.02
C 2.033 0.004 -0.538 -0.34 0.67 2.03
C 0.858 -0.545 -1.451 1.74 1.78 -0.53
N -0.269 -1.080 -0.765 -0.50 0.03 -0.08
N -1.326 -0.463 -0.199 0.14 -3.17 0.86
N -1.749 0.635 -0.549 1.56 -0.56 0.61
O -1.289 1.422 -1.336 0.19 1.65 -1.48
O -2.764 0.989 0.243 -2.00 1.19 0.55
N -2.456 1.016 1.826 1.48 -0.79 -1.51
O -3.266 1.629 2.351 -1.87 1.18 0.76
O -1.503 0.428 2.115 0.73 -0.45 0.66
N -0.132 -2.394 -0.304 -1.60 -0.90 1.35
O 0.738 -3.059 -0.754 2.33 -0.12 -1.58
O -0.913 -2.833 0.494 -1.12 0.74 0.66
H 1.409 2.265 -0.138 0.39 -1.68 0.21
H 2.600 -0.807 0.119 -1.33 1.62 -1.51
H 2.722 0.520 -1.240 -0.13 -0.63 0.50
H 0.419 0.343 -1.978 0.77 -0.96 0.06
H 1.321 -1.303 -2.130 -0.90 0.71 0.44

E_tot per entry: -11211.033 -11205.908 -11209.757 -11210.683 -11208.553 -11212.840 -11210.949 -11211.563 -13254.294 -20002.111 -20000.796 -24419.623 eV
Energy relative to the best compared isomer or geometry (same formula, charge and spin) per entry: 5.7439 10.8685 7.0198 6.0938 8.2233 3.9361 5.8275 5.2139 9.9753 2.2254 3.5402 3.0723 eV